--- a ---
Molecular formula: C14H28BN3O4
Method: DFT, ωB97M-V with the def2-TZVPD basis set

Geometry (Å):
C (2.038, -3.815, 0.767)
C (2.869, -3.395, -0.233)
C (2.437, -2.618, -1.442)
C (1.654, -1.319, -1.151)
C (0.906, -0.987, -2.372)
N (0.227, -0.675, -3.245)
C (2.477, -0.094, -0.606)
C (2.651, 0.902, -1.705)
N (2.766, 1.689, -2.536)
N (1.742, 0.463, 0.521)
C (0.432, 1.065, 0.209)
C (-0.749, 0.458, 0.999)
C (-1.679, -0.429, 0.167)
B (3.999, -0.328, -0.135)
O (4.882, -1.263, -0.650)
O (4.480, 0.521, 0.817)
H (1.542, -3.092, 1.415)
H (1.849, -4.867, 0.961)
H (3.927, -3.658, -0.192)
H (3.280, -2.410, -2.099)
H (1.785, -3.276, -2.016)
H (0.904, -1.546, -0.390)
H (2.303, 1.140, 1.017)
H (0.475, 2.117, 0.502)
H (0.164, 1.062, -0.845)
H (-0.381, -0.045, 1.894)
H (-1.360, 1.298, 1.337)
H (-1.147, -1.067, -0.542)
H (-2.247, -1.075, 0.827)
H (-2.358, 0.183, -0.427)
H (5.083, -1.142, -1.584)
H (5.416, 0.686, 0.662)
C (-1.216, 5.052, -2.388)
C (-0.240, 3.922, -2.119)
O (-0.909, 2.681, -1.911)
H (-1.914, 5.158, -1.557)
H (-0.691, 5.998, -2.528)
H (-1.803, 4.848, -3.286)
H (0.334, 4.117, -1.213)
H (0.464, 3.817, -2.951)
H (-1.410, 2.473, -2.705)
C (-5.323, -1.486, 4.119)
C (-4.762, -1.222, 2.735)
O (-3.360, -0.969, 2.767)
H (-5.127, -0.638, 4.775)
H (-6.399, -1.659, 4.081)
H (-4.849, -2.364, 4.567)
H (-5.221, -0.338, 2.297)
H (-4.963, -2.074, 2.076)
H (-2.930, -1.745, 3.140)

For the HOMO energy, the calculation gives -8.35 eV. The value obtained for the gap between HOMO and LUMO is 8.38 eV. As for the structure (SMILES): C=CC[C@H](C#N)[C@@](C#N)(NCCC)B(O)O.CCO.CCO.

--- b ---
Molecular formula: C14H28BN3O4
Method: DFT, ωB97M-V with the def2-TZVPD basis set

Geometry (Å):
N (2.331, 0.764, 2.111)
C (1.475, 0.247, 0.996)
C (0.589, 1.352, 0.383)
O (-0.583, 1.213, 0.124)
O (1.291, 2.496, 0.129)
C (2.331, -0.411, -0.111)
N (1.657, -1.618, -0.599)
C (1.294, -1.429, -2.055)
C (0.201, -0.398, -2.482)
N (-0.216, -0.472, -3.924)
C (-1.157, -1.620, -4.183)
C (-2.597, -1.045, -4.288)
C (-2.406, 0.464, -4.356)
C (-0.879, 0.733, -4.518)
C (0.534, -1.922, 0.318)
C (0.671, -0.979, 1.549)
C (-0.669, -0.577, 2.174)
C (-0.697, 0.509, 3.226)
C (0.120, 0.213, 4.493)
B (0.046, 1.506, 5.474)
O (-0.728, 1.530, 6.625)
O (0.956, 2.528, 5.176)
H (1.815, 1.223, 2.853)
H (2.902, 1.550, 1.742)
H (0.636, 3.116, -0.210)
H (2.377, 0.261, -0.955)
H (3.379, -0.667, 0.223)
H (1.008, -2.395, -2.473)
H (2.230, -1.122, -2.562)
H (0.571, 0.622, -2.295)
H (-0.733, -0.481, -1.856)
H (-1.105, -2.347, -3.374)
H (-0.888, -2.120, -5.131)
H (-3.114, -1.399, -5.189)
H (-3.237, -1.358, -3.459)
H (-3.014, 0.899, -5.185)
H (-2.715, 0.959, -3.421)
H (-0.516, 1.645, -4.084)
H (-0.629, 0.813, -5.570)
H (-0.371, -1.714, -0.227)
H (0.551, -2.985, 0.569)
H (1.350, -1.477, 2.238)
H (-1.350, -0.275, 1.335)
H (-1.138, -1.489, 2.617)
H (-0.364, 1.466, 2.792)
H (-1.757, 0.660, 3.600)
H (-0.260, -0.655, 5.005)
H (1.178, 0.090, 4.267)
H (-1.247, 0.737, 6.867)
H (0.874, 3.359, 5.622)

For the HOMO energy, the calculation gives -8.07 eV. The value obtained for the gap between HOMO and LUMO is 8.46 eV. As for the structure (SMILES): N[C@@]1(C(=O)O)CN(CCN2CCCC2)C[C@@H]1CCCB(O)O.

The computed energies, referenced to the most stable structure and given in hartree, are a 0.1546; b 0.0000.

--- a ---
Molecular formula: C2H7N3O
Method: DFT, ωB97M-V with the def2-TZVPD basis set

Geometry (Å):
C (1.376, -0.398, -0.091)
C (-0.963, 0.898, -0.401)
N (2.427, 0.365, 0.291)
N (-1.879, -0.917, 0.592)
N (-1.770, -0.151, -0.595)
O (1.503, -1.596, -0.152)
H (-0.662, 1.703, -0.988)
H (-0.926, 1.386, 0.536)
H (2.429, 1.257, -0.128)
H (3.349, -0.116, 0.216)
H (-2.126, -0.354, 1.383)
H (-1.161, -1.562, 0.841)
H (-1.597, -0.516, -1.503)

For the HOMO energy (alpha / beta), the calculation gives -7.54 / -6.85 eV. The value obtained for the gap between HOMO and LUMO (alpha / beta) is 8.25 / 7.04 eV.

--- b ---
Molecular formula: C2H7N3O
Method: DFT, ωB97M-V with the def2-TZVPD basis set

Geometry (Å):
C (0.912, 0.667, 0.192)
C (1.501, -0.647, -0.193)
N (-0.108, 1.190, -0.586)
O (-2.565, -0.799, 0.546)
N (-1.629, 0.207, 0.399)
N (-1.084, 0.206, -0.815)
H (-2.385, -1.428, -0.178)
H (-0.523, 2.017, -0.144)
H (1.586, 1.414, 0.604)
H (-0.669, 0.117, 1.094)
H (0.709, -1.369, -0.409)
H (2.099, -0.566, -1.109)
H (2.158, -1.008, 0.598)

For the HOMO energy (alpha / beta), the calculation gives -8.14 / -7.47 eV. The value obtained for the gap between HOMO and LUMO (alpha / beta) is 8.30 / 7.57 eV.

--- c ---
Molecular formula: C2H7N3O
Method: DFT, ωB97M-V with the def2-TZVPD basis set

Geometry (Å):
N (-1.311, -1.266, 0.390)
C (-0.219, -0.592, -0.092)
N (0.645, -1.314, -0.878)
C (-0.016, 0.720, 0.180)
N (1.071, 1.458, -0.213)
O (-0.925, 1.418, 0.931)
H (-1.015, -2.144, 0.806)
H (-1.782, -0.684, 1.086)
H (0.124, -2.075, -1.307)
H (1.030, -0.717, -1.607)
H (1.826, 0.823, -0.471)
H (1.393, 2.041, 0.556)
H (-0.822, 2.332, 0.617)

For the HOMO energy, the calculation gives -6.40 eV. The value obtained for the gap between HOMO and LUMO is 7.25 eV. As for the structure (SMILES): NC(N)=C(N)O.

The computed energies, referenced to the most stable structure and given in hartree, are a 0.1350; b 0.1960; c 0.0000.

--- a ---
Molecular formula: C4H7NO3S
Method: DFT, ωB97M-V with the def2-TZVPD basis set

Geometry (Å):
C (-0.342, -1.255, -2.287)
C (1.036, -0.547, -0.106)
C (-0.820, 0.974, 0.949)
C (0.214, -0.010, 1.216)
N (-0.557, 2.082, 0.318)
O (-1.424, 2.883, 0.077)
O (0.590, 2.263, -0.016)
O (-0.390, -1.158, 1.885)
S (0.102, -1.901, -0.810)
H (-1.135, -1.709, -2.960)
H (0.215, -0.291, -2.606)
H (1.006, 0.241, -0.837)
H (1.956, -0.783, 0.290)
H (-1.831, 0.567, 0.821)
H (0.954, 0.387, 1.793)
H (0.426, -1.743, 2.273)

For the HOMO energy (alpha / beta), the calculation gives -7.11 / -10.29 eV. The value obtained for the gap between HOMO and LUMO (alpha / beta) is 7.38 / 7.86 eV. As for the spin multiplicity: 3.

--- b ---
Molecular formula: C4H7NO3S
Method: DFT, ωB97M-V with the def2-TZVPD basis set

Geometry (Å):
C (1.383, 0.240, -0.283)
C (0.089, 0.974, 0.103)
C (1.590, -1.071, 0.467)
C (-1.112, 0.519, -0.626)
N (-2.354, 0.589, -0.035)
O (-3.332, 0.376, -0.748)
O (-2.421, 0.876, 1.158)
O (-0.915, -1.826, 0.255)
S (0.404, -2.354, -0.127)
H (1.398, 0.057, -1.359)
H (2.225, 0.893, -0.048)
H (-0.109, 0.874, 1.176)
H (0.221, 2.045, -0.103)
H (2.586, -1.472, 0.289)
H (1.437, -0.939, 1.539)
H (-1.091, 0.219, -1.660)

For the HOMO energy (alpha / beta), the calculation gives -8.98 / -10.34 eV. The value obtained for the gap between HOMO and LUMO (alpha / beta) is 9.51 / 8.62 eV. As for the spin multiplicity: 3.

The computed energies, referenced to the most stable structure and given in hartree, are a 0.0832; b 0.0000.

--- a ---
Molecular formula: C12H21N7O3
Method: DFT, ωB97M-V with the def2-TZVPD basis set

Geometry (Å):
C (0.274, -1.193, 0.657)
C (-1.075, -1.334, -0.016)
C (1.378, -1.242, -0.508)
C (2.832, -1.047, 0.072)
C (3.128, 0.381, -0.002)
C (5.651, 0.526, -0.246)
C (-3.384, -0.801, 0.203)
C (-4.041, -2.099, -0.434)
C (-3.261, 0.378, -0.942)
C (-3.454, 1.707, -0.392)
C (-4.163, 2.817, -0.791)
C (-3.124, 3.335, 1.107)
H (1.094, -1.567, 2.410)
H (-0.187, -2.581, 2.237)
H (0.050, -0.192, 1.138)
H (1.077, -0.494, -1.276)
H (1.492, -2.168, -1.067)
H (2.984, -1.534, 1.059)
H (3.362, -1.554, -0.835)
H (3.205, 0.573, -1.149)
H (2.497, 1.174, 0.721)
H (4.533, 0.633, 1.521)
H (6.668, -0.265, 1.197)
H (5.071, 1.714, -2.137)
H (6.705, 0.799, -2.014)
H (-1.974, -0.453, 1.714)
H (-4.161, -0.325, 0.989)
H (-4.031, 0.180, -1.801)
H (-1.965, 0.374, -1.359)
H (-5.028, 2.878, -1.410)
H (-2.777, 3.804, 1.991)
H (-3.847, 4.945, -0.671)
H (-4.257, -4.076, -0.202)
N (0.623, -2.257, 1.741)
N (4.454, 0.887, 0.430)
N (6.765, 0.057, 0.207)
N (5.619, 0.840, -1.712)
N (-2.170, -1.167, 0.903)
N (-2.780, 2.019, 0.839)
N (-4.005, 3.740, 0.166)
O (-1.190, -1.783, -1.210)
O (-4.727, -2.219, -1.451)
O (-3.861, -3.408, 0.321)

For the HOMO energy, the calculation gives -9.04 eV. The value obtained for the gap between HOMO and LUMO is 8.12 eV.

--- b ---
Molecular formula: C12H21N7O3
Method: DFT, ωB97M-V with the def2-TZVPD basis set

Geometry (Å):
H (-3.399, -2.033, 0.966)
N (-3.405, -1.093, 1.315)
C (-2.241, -0.535, 1.440)
N (-2.218, 0.630, 2.133)
N (-0.957, -1.003, 1.150)
C (-0.555, -2.006, 0.177)
C (-1.613, -2.258, -0.929)
C (-2.158, -1.056, -1.711)
C (-1.181, -0.126, -2.414)
N (-0.022, -0.790, -3.065)
C (-0.592, 0.981, -1.490)
O (-1.314, 1.661, -0.776)
N (0.761, 1.015, -1.255)
C (1.242, 2.199, -0.564)
C (1.259, 2.124, 0.994)
C (1.681, 0.817, 1.587)
C (1.454, 0.435, 2.842)
N (2.160, -0.745, 2.971)
C (2.705, -1.054, 1.759)
N (2.390, -0.098, 0.898)
C (2.662, 2.680, -1.026)
O (3.006, 3.807, -1.052)
O (3.461, 1.573, -1.253)
H (-3.217, 0.997, 2.228)
H (-1.803, 1.275, 1.397)
H (-0.273, -0.354, 0.836)
H (-0.427, -2.926, 0.715)
H (0.346, -1.692, -0.282)
H (-2.556, -2.712, -0.606)
H (-1.141, -2.950, -1.666)
H (-2.858, -0.393, -1.193)
H (-2.844, -1.619, -2.419)
H (-1.681, 0.406, -3.267)
H (-0.265, -1.033, -4.029)
H (0.182, -1.674, -2.599)
H (1.224, 0.611, -2.066)
H (0.580, 3.052, -0.852)
H (1.944, 2.947, 1.270)
H (0.300, 2.448, 1.470)
H (0.763, 0.843, 3.607)
H (2.335, -1.221, 3.895)
H (3.287, -1.949, 1.675)
H (2.976, 0.818, -0.812)

For the HOMO energy, the calculation gives -8.79 eV. The value obtained for the gap between HOMO and LUMO is 9.28 eV. As for the structure (SMILES): [H]/N=C(/N)NCCC[C@H](N)C(=O)N[C@@H](Cc1c[nH]cn1)C(=O)O.

The computed energies, referenced to the most stable structure and given in hartree, are a 0.2591; b 0.0000.

--- a ---
Molecular formula: C3H7BO2
Method: DFT, ωB97M-V with the def2-TZVPD basis set

Geometry (Å):
B (1.551, 0.575, -0.199)
C (-1.343, 0.963, 0.634)
C (-1.360, -0.338, 0.020)
C (-0.013, -1.276, -0.050)
O (1.171, -0.603, -0.489)
O (2.852, 0.997, -0.486)
H (-1.281, 1.041, 1.740)
H (-0.800, 1.781, 0.171)
H (-2.138, -1.047, 0.477)
H (-1.623, -0.205, -1.104)
H (0.055, -1.928, 0.790)
H (-0.188, -1.835, -0.883)
H (3.116, 1.875, -0.622)

For the HOMO energy (alpha / beta), the calculation gives -8.19 / -7.28 eV. The value obtained for the gap between HOMO and LUMO (alpha / beta) is 8.20 / 7.44 eV.

--- b ---
Molecular formula: C3H7BO2
Method: DFT, ωB97M-V with the def2-TZVPD basis set

Geometry (Å):
C (1.142, 1.426, 0.255)
C (0.469, 0.236, 0.109)
C (1.375, -1.000, 0.162)
B (-1.140, 0.048, -0.188)
O (-2.056, 1.038, -0.225)
O (-1.576, -1.270, -0.337)
H (2.194, 1.382, 0.275)
H (0.697, 2.346, 0.528)
H (1.412, -1.091, 1.234)
H (0.682, -1.797, -0.301)
H (2.274, -0.810, -0.343)
H (-2.927, 0.814, -0.718)
H (-2.546, -1.322, -0.451)

For the HOMO energy, the calculation gives -9.18 eV. The value obtained for the gap between HOMO and LUMO is 9.40 eV. As for the structure (SMILES): C=C(C)B(O)O.

The computed energies, referenced to the most stable structure and given in hartree, are a 0.1444; b 0.0000.